C10H18BiCl2O | wB97M-V/def2-TZVPD

Last column: Mulliken charge in e.
Cartesian coordinates (Å):
Bi1 -1.36 1.63 0.31  1.03
Cl1 1.16 1.77 -0.52  -0.59
Cl2 -1.90 -0.53 1.72  -0.66
C1 -2.09 3.60 0.84  -1.14
H1 -3.04 3.78 1.39  0.28
H2 -2.11 4.24 -0.09  0.21
C2 -0.29 -1.58 -1.41  -0.47
C3 -1.20 -0.63 -1.39  -0.23
H3 -0.37 -2.33 -0.60  0.28
C4 -1.33 0.48 -2.41  -0.71
H4 -2.12 -0.89 -0.80  0.70
C5 -0.55 0.11 -3.69  -0.88
H5 -2.39 0.69 -2.61  0.30
H6 -0.87 1.45 -2.09  0.19
C6 0.85 -0.39 -3.35  -0.60
H7 -1.08 -0.65 -4.27  0.34
H8 -0.44 0.98 -4.35  0.37
C7 0.92 -1.59 -2.32  -0.48
H9 1.41 -0.70 -4.24  0.37
H10 1.41 0.40 -2.82  0.18
H11 1.04 -2.55 -2.88  0.32
H12 1.79 -1.48 -1.63  0.19
C8 0.87 0.55 4.20  -1.09
C9 1.37 -0.38 3.11  0.79
C10 1.61 -1.81 3.57  -1.14
O1 1.53 -0.02 1.95  -0.45
H13 1.36 0.34 5.16  0.38
H14 -0.21 0.41 4.30  0.25
H15 1.07 1.58 3.90  0.31
H16 0.64 -2.33 3.56  0.24
H17 2.29 -2.31 2.89  0.32
H18 2.01 -1.83 4.59  0.37

Its max |F| is 3.0 eV Å⁻¹. As for the relative energy (zero: lowest compared OMol25 entry of this formula, charge and spin): 26.34 kcal/mol. For the HOMO-LUMO gap (spin up / spin down), the calculation gives 6.41 / 6.23 eV. Its net charge is -1. As for the total energy: -43593.5212 eV.